1.
{
  "formula": "C8H13NO",
  "method": "ωB97M-V/def2-TZVPD",
  "multiplicity": 1,
  "energy_ha": -442.539812,
  "symbols": ["C", "C", "C", "C", "C", "O", "C", "C", "C", "N", "H", "H", "H", "H", "H", "H", "H", "H", "H", "H", "H", "H", "H"],
  "positions_angstrom": [[-1.16818, 1.95507, -1.51483], [-0.80228, 1.43926, -0.20819], [0.16748, 0.59377, 0.02491], [0.96005, 0.03660, -1.17675], [0.56548, -0.00608, 1.38977], [1.94066, 0.31644, 1.39129], [0.41879, -1.55744, 1.53782], [-1.03058, -1.92755, 1.16027], [-1.27192, -2.15401, -0.22747], [-1.29311, -2.19506, -1.36538], [-1.75254, 2.83404, -1.72984], [-0.15741, 2.21791, -1.85077], [-1.49505, 1.13261, -2.07695], [-1.19147, 1.88553, 0.71711], [1.68983, 0.94336, -1.33995], [0.44130, -0.07948, -2.07901], [1.64359, -0.88928, -1.02627], [-0.09761, 0.56956, 2.17859], [2.39800, -0.46415, 1.75037], [0.53255, -1.89463, 2.59970], [1.22009, -1.98416, 0.81403], [-1.56851, -1.06083, 1.49391], [-1.36086, -2.77620, 1.74038]],
  "forces_ev_per_angstrom": [[1.932, 0.796, -0.758], [-1.162, 1.418, 3.336], [0.529, -3.606, -0.952], [3.374, 1.364, 1.697], [-0.959, 1.412, -0.445], [0.699, -0.585, 1.463], [0.476, 0.380, -1.145], [0.638, -0.252, 1.198], [0.481, 0.484, -0.007], [-0.369, -0.379, -1.222], [-0.591, 0.122, 0.858], [-0.208, 0.104, -0.994], [-0.610, -0.968, -1.300], [-0.460, -0.104, -0.328], [-0.839, -1.783, -0.119], [-1.053, -0.267, -1.032], [-1.366, 1.618, 0.077], [1.468, -1.100, -0.940], [0.087, 0.666, -0.043], [0.463, 0.453, -0.937], [-1.431, 0.227, 1.439], [-0.912, 0.290, 0.033], [-0.187, -0.293, 0.121]]
}

---

2.
{
  "formula": "C8H13NO2",
  "method": "ωB97M-V/def2-TZVPD",
  "multiplicity": 1,
  "energy_ha": -517.797266,
  "symbols": ["C", "C", "C", "C", "C", "C", "C", "C", "N", "O", "O", "H", "H", "H", "H", "H", "H", "H", "H", "H", "H", "H", "H", "H"],
  "positions_angstrom": [[-2.61280, -0.28845, 0.01567], [1.62140, 0.39099, -0.29875], [0.86019, 1.67869, -0.68937], [-0.47768, 1.36589, 1.34844], [-0.61992, 0.25387, 0.40582], [0.51048, -0.64771, -0.00627], [0.87333, -1.64322, 1.09044], [0.12258, -1.38848, -1.28961], [-0.47434, 1.59191, -0.09859], [-3.07886, -1.33053, 0.30849], [-3.05498, 0.78356, -0.56062], [2.28393, 0.05606, -1.09496], [2.22254, 0.55589, 0.59564], [1.36843, 2.58171, -0.34683], [0.73118, 1.74410, -1.77245], [-1.35025, 1.75054, 1.85960], [0.44833, 1.49235, 1.89767], [0.05268, -2.34439, 1.22792], [1.04955, -1.13500, 2.03546], [1.76791, -2.20249, 0.82148], [-0.73461, -2.03157, -1.10649], [0.95062, -2.00322, -1.63650], [-0.13900, -0.68160, -2.07380], [-2.32071, 1.45109, -0.63239]],
  "forces_ev_per_angstrom": [[4.808, 0.749, 1.124], [-0.173, 0.114, 0.096], [0.439, -0.049, -0.283], [-0.003, 0.004, 0.385], [-3.860, -1.311, -0.613], [0.097, -0.055, -0.005], [-0.048, 0.119, -0.196], [0.032, 0.113, 0.228], [-0.373, 0.292, -0.190], [-0.534, 0.257, -0.276], [-0.929, 0.316, -0.370], [0.082, -0.008, 0.014], [0.059, -0.007, 0.014], [-0.034, 0.007, -0.089], [0.054, 0.036, 0.076], [-0.005, -0.008, 0.040], [0.132, 0.006, -0.076], [-0.034, -0.097, 0.067], [0.064, 0.052, 0.116], [0.065, -0.072, -0.005], [-0.081, -0.069, -0.021], [0.092, -0.052, -0.055], [-0.040, 0.057, -0.156], [0.191, -0.394, 0.176]]
}

---

3.
{
  "formula": "C8H13NO3SSn",
  "method": "ωB97M-V/def2-TZVPD",
  "multiplicity": 1,
  "energy_ha": -1205.460400,
  "symbols": ["C", "C", "C", "C", "C", "Sn", "N", "C", "C", "H", "H", "H", "H", "H", "H", "H", "H", "H", "H", "C", "S", "O", "O", "O", "H", "H", "H"],
  "positions_angstrom": [[-0.17490, -2.79799, -1.17883], [-1.35963, -2.53747, -1.86403], [-2.41902, -2.36288, -0.88403], [-1.80281, -2.46125, 0.38635], [-0.43879, -2.77534, 0.19953], [-2.00136, 0.29754, -0.61008], [1.68612, 1.92836, 0.21928], [2.44579, 2.58213, -0.68132], [1.08721, 2.10820, -1.19036], [-3.44658, -2.15520, -1.13518], [-1.45571, -2.46566, -2.94949], [-2.27495, -2.37349, 1.36198], [0.30448, -3.00457, 0.96870], [0.78833, -3.06590, -1.60838], [1.16841, 1.28594, -1.97153], [3.33309, 2.06158, -1.01669], [1.94331, 1.01472, 0.51037], [0.21875, 2.72210, -1.09784], [2.57126, 3.65002, -0.53866], [-0.17307, 2.64753, 2.63994], [-1.40872, 1.38070, 2.46396], [-0.69125, 0.12028, 2.25926], [-2.31722, 1.44704, 3.54686], [-2.11575, 1.73855, 1.10644], [0.31653, 2.57986, 3.60341], [-0.68335, 3.60509, 2.54551], [0.57982, 2.58053, 1.85091]],
  "forces_ev_per_angstrom": [[0.066, -0.112, 0.033], [-1.075, 0.452, -0.137], [1.000, 1.120, -1.821], [0.603, 0.337, 1.301], [0.040, 0.414, 0.432], [0.902, -1.134, 1.216], [-3.113, -0.796, 0.890], [1.074, 1.621, -2.150], [2.231, -1.712, 0.820], [-0.300, -0.405, 0.159], [-0.135, -0.160, 0.417], [-0.045, -0.158, -0.274], [-0.498, 0.272, -0.194], [-0.279, 0.182, -0.036], [-0.438, 0.996, 1.368], [0.103, 0.144, -0.591], [0.319, -0.901, -0.161], [-0.241, 0.447, -0.505], [0.197, 0.062, 0.083], [-0.304, 0.529, -0.404], [1.261, -0.673, -1.693], [-0.457, 0.568, -0.195], [-0.789, 0.203, 0.757], [0.453, -0.827, 0.219], [-0.208, -0.236, 0.264], [-0.053, 0.030, 0.176], [-0.311, -0.263, 0.027]]
}

---

4.
{
  "formula": "C8H13NOSi",
  "method": "ωB97M-V/def2-TZVPD",
  "multiplicity": 1,
  "energy_ha": -732.043753,
  "symbols": ["C", "Si", "C", "C", "C", "C", "C", "N", "O", "C", "C", "H", "H", "H", "H", "H", "H", "H", "H", "H", "H", "H", "H", "H"],
  "positions_angstrom": [[0.29402, 2.12086, -0.99635], [-0.38561, 0.40528, -1.03098], [-2.30360, 0.44954, -1.21700], [0.48367, -0.26232, -2.51904], [0.01855, -0.20709, 0.63760], [0.21205, 0.45572, 1.79731], [0.74898, -0.17992, 2.88895], [1.01159, -1.53970, 2.92449], [1.47438, -2.15139, 3.97953], [0.78767, -2.22937, 1.72820], [0.25616, -1.57179, 0.62546], [-0.41172, 2.69350, -1.53733], [1.24693, 2.34622, -1.43218], [0.25149, 2.65620, -0.01591], [-2.91608, 0.84867, -0.45326], [-2.62794, -0.52714, -1.59672], [-2.53506, 1.09257, -2.05988], [1.02596, 0.54805, -3.08995], [-0.32699, -0.64925, -3.18346], [1.27271, -0.96325, -2.38777], [0.00602, 1.49487, 1.92072], [1.06282, 0.43034, 3.71237], [1.12007, -3.21558, 1.63247], [0.23390, -2.04500, -0.32724]],
  "forces_ev_per_angstrom": [[-0.483, 1.338, 1.593], [-0.825, 2.208, 0.288], [1.477, -0.538, -1.892], [-0.637, 0.442, -1.627], [-0.576, -1.814, -1.458], [0.441, 0.124, 1.134], [0.245, -0.955, 0.432], [0.065, -0.375, -0.559], [-0.540, 1.054, -1.502], [-0.520, 2.053, 0.400], [1.310, 0.068, 1.487], [-0.808, 0.873, -1.080], [0.642, -0.303, -0.202], [0.190, -0.646, -0.425], [-0.357, -0.070, 1.273], [-0.240, -0.037, 0.576], [0.172, 0.329, -0.443], [-0.969, -0.459, 0.711], [0.898, -0.097, 0.173], [0.309, -1.097, 0.296], [0.053, 0.630, -0.110], [-0.033, -0.454, 0.706], [0.351, -1.341, 0.591], [-0.162, -0.933, -0.362]]
}

---

5.
{
  "formula": "C8H13NS",
  "method": "ωB97M-V/def2-TZVPD",
  "multiplicity": 1,
  "energy_ha": -765.373124,
  "symbols": ["C", "C", "C", "C", "C", "C", "C", "C", "N", "S", "H", "H", "H", "H", "H", "H", "H", "H", "H", "H", "H", "H", "H"],
  "positions_angstrom": [[3.05413, 0.73944, -1.30375], [2.09948, 0.16858, -0.57615], [3.41610, 0.45754, 0.00504], [-3.13359, 0.29923, -0.46140], [-0.52183, 0.58708, 1.30626], [-1.98363, -0.60614, -0.31734], [0.44995, -0.81123, -0.65329], [-0.61257, 0.07242, -0.15745], [4.19384, 0.42879, 0.95661], [0.77283, -2.35408, 0.19670], [3.49149, 1.23882, -2.17955], [-3.50458, 0.48199, 0.56170], [-4.02244, -0.08244, -0.99262], [-3.01118, 1.33221, -0.85854], [-0.19891, -0.37965, 1.84085], [-1.48589, 0.98566, 1.48307], [0.23660, 1.38837, 1.26334], [-1.92592, -1.01261, -1.28821], [-2.11632, -1.30896, 0.43227], [0.17555, -1.01972, -1.63086], [-0.55348, 0.96959, -0.78684], [3.76823, 0.10879, 1.85584], [1.41211, -1.68368, 1.30429]],
  "forces_ev_per_angstrom": [[0.600, 1.078, -1.461], [-2.728, -2.136, -0.838], [-2.433, -0.854, 0.207], [-2.527, 2.189, 1.625], [2.292, -1.911, -1.778], [1.700, 1.566, -2.506], [3.956, 1.862, 1.850], [-1.435, 1.650, 1.499], [1.502, 0.202, 2.665], [1.087, 1.125, 1.689], [-0.670, -0.597, 0.145], [-0.269, 0.229, -0.244], [0.605, -0.330, 0.090], [0.639, -0.781, -0.035], [-0.754, 2.003, 0.190], [-0.773, 0.270, 1.052], [-0.164, -0.456, 0.847], [0.186, -1.673, -1.078], [-0.330, -1.585, 1.220], [0.365, -0.516, -2.184], [-0.338, -0.175, -0.233], [0.418, 0.087, -1.204], [-0.929, -1.249, -1.518]]
}

---

6.
{
  "formula": "C8H14",
  "method": "ωB97M-V/def2-TZVPD",
  "s2": 0.750,
  "multiplicity": 2,
  "energy_ha": -313.119751,
  "total_charge": -1,
  "symbols": ["C", "C", "C", "C", "C", "C", "C", "C", "H", "H", "H", "H", "H", "H", "H", "H", "H", "H", "H", "H", "H", "H"],
  "positions_angstrom": [[-0.93649, -2.28954, -1.47508], [-0.88338, -1.24057, -0.35596], [0.11456, -0.13197, -0.51538], [1.25253, -0.20452, -1.24322], [0.46428, 1.28117, 1.53212], [-0.10836, 1.06434, 0.34554], [-1.02389, 2.12383, -0.26499], [1.47359, 0.38171, 2.18023], [0.04653, -2.58109, -1.83194], [-1.54368, -1.94496, -2.32346], [-1.39851, -3.20813, -1.14043], [-0.66563, -1.74948, 0.59708], [-1.88626, -0.80214, -0.34070], [1.53623, -1.16300, -1.65578], [1.97313, 0.58544, -1.41655], [0.13182, 2.17576, 2.06375], [-1.33234, 1.87487, -1.27548], [-1.90648, 2.30353, 0.36470], [-0.49652, 3.06549, -0.36205], [2.30608, 0.93827, 2.59090], [1.80528, -0.35107, 1.46443], [1.07750, -0.12793, 3.06228]],
  "forces_ev_per_angstrom": [[0.099, 0.194, -0.145], [-0.095, -0.460, -0.527], [1.783, 0.446, -0.143], [-0.823, -0.776, 0.425], [-0.287, -0.277, -0.042], [-0.334, 0.764, -0.506], [-0.183, -0.200, 0.425], [-0.609, 0.158, 0.354], [0.123, 0.072, -0.127], [0.311, 0.094, 0.075], [-0.276, -0.254, 0.304], [-0.284, 0.221, 0.000], [0.097, 0.053, 0.580], [-0.135, 0.032, -0.519], [-0.203, 0.227, 0.460], [0.261, -0.103, -0.140], [-0.216, -0.266, -0.004], [0.057, -0.024, -0.249], [0.206, 0.283, 0.138], [0.434, 0.286, -0.190], [0.326, -0.331, -0.076], [-0.252, -0.139, -0.094]]
}

---

The calculation returns the following energy above the lowest of the compared OMol25 structures with the same formula, charge and spin values, one per record and in order: 56.1; 53.7; 0.0; 58.3; 97.1; 14.0 kcal per mole.